(1)
Computed, not measured: the molecule C4H6ClOP at a distorted geometry, with wB97M-V/def2-TZVPD.

* DFT total energy: -1032.75252 Ha
* SMILES string: C#CCC[P@H](=O)Cl
* relative energy (zero: lowest compared OMol25 entry of this formula, charge and spin): 44.0 kcal/mol

```
13
Properties=species:S:1:pos:R:3:forces:R:3
Cl -1.59930 -0.24618 3.52654 0.17 0.56 -0.63
H -1.58364 0.65300 0.26758 0.54 -0.05 -0.41
H -1.73150 -1.05815 0.10816 -0.92 -0.95 0.82
O 0.40503 -1.76320 2.17935 0.79 -1.00 -0.06
P -0.20447 -0.45077 2.03577 -0.39 0.46 -0.85
C 1.76066 1.41102 -0.93643 0.84 0.14 0.49
H -0.29919 -0.96323 -1.73897 0.61 0.71 1.60
H 0.68189 -1.27516 -0.22269 0.53 -2.37 0.20
C -1.02431 -0.29334 0.30682 0.31 0.92 1.19
C 1.02992 0.48520 -0.76170 -0.53 0.72 -1.42
H 0.78661 0.62277 2.22635 -1.34 -0.55 -0.20
C 0.07581 -0.58374 -0.72114 -0.80 0.84 -0.56
H 2.61233 2.02927 -0.89989 0.18 0.57 -0.19
```
Positions in Å, forces in eV/Å.

Table of Löwdin atomic charges, one value per atom, all in e:
1. Cl 0.276
2. H 0.088
3. H 0.071
4. O -0.430
5. P 0.313
6. C 0.120
7. H 0.159
8. H 0.070
9. C -0.272
10. C -0.197
11. H 0.047
12. C -0.269
13. H 0.023

(2)
Computed, not measured: the molecule C4H6ClOP at a distorted geometry, with wB97M-V/def2-TZVPD.

* DFT total energy: -1032.78644 Ha
* SMILES string: C=CP(=O)(Cl)C=C
* relative energy (zero: lowest compared OMol25 entry of this formula, charge and spin): 22.7 kcal/mol

```
13
Properties=species:S:1:pos:R:3:forces:R:3
C -0.02528 1.55335 -0.62883 -1.12 -1.02 1.02
H 0.87184 -3.31900 0.07108 1.17 -0.48 -1.14
C 0.23555 -1.27784 -0.47955 0.48 -0.17 -1.36
Cl -2.59972 -0.11597 -0.53680 -0.56 -0.05 -0.56
H -0.10664 1.87302 -1.68077 -0.18 -0.40 0.67
H 0.70953 -1.06626 -1.47575 -0.23 -0.36 1.14
C 0.37109 -2.40128 0.20783 -2.17 -0.07 1.51
O -0.79228 0.03721 1.61337 0.03 0.32 4.77
H 0.75646 1.82978 1.31805 -0.47 0.79 -0.69
H -0.30603 -2.58615 1.07673 0.67 0.84 -0.33
P -0.74942 0.05232 0.20671 1.04 0.34 -5.46
C 0.57491 2.26490 0.30995 0.88 -0.62 0.19
H 1.05999 3.15592 -0.00203 0.46 0.89 0.24
```
Positions in Å, forces in eV/Å.

Table of Löwdin atomic charges, one value per atom, all in e:
1. C -0.255
2. H 0.044
3. C -0.282
4. Cl 0.370
5. H 0.084
6. H 0.091
7. C -0.026
8. O -0.335
9. H 0.075
10. H 0.079
11. P 0.158
12. C -0.050
13. H 0.048

(3)
Computed, not measured: a structure of composition C4H6CsO2 at a distorted geometry, with wB97M-V/def2-TZVPD.

* DFT total energy: -326.45854 Ha
* net charge: +1
* relative energy (zero: lowest compared OMol25 entry of this formula, charge and spin): 8.7 kcal/mol

```
13
Properties=species:S:1:pos:R:3:forces:R:3
H 1.74934 0.36418 -0.05056 0.19 0.01 -0.22
C 0.23934 -0.96488 -0.88409 1.03 -1.68 -1.60
C 1.03241 -0.39340 0.26591 -0.98 0.62 0.14
O -0.12133 0.88826 2.07509 0.10 -0.64 -1.96
H 0.88937 -1.18309 -1.73140 0.05 0.58 -0.32
H -0.44273 0.80106 -1.84635 -0.20 0.10 -0.23
Cs -1.06913 2.93395 3.95137 0.03 -0.13 -0.09
C -0.06573 0.41466 0.93643 -1.12 0.72 1.16
O -1.10713 0.63633 0.04973 0.40 0.09 1.98
C -0.86763 0.02613 -1.20835 1.78 -0.23 -0.48
H -1.72762 -0.40741 -1.71880 -0.24 0.15 0.68
H -0.07887 -1.99292 -0.71096 -0.65 0.19 0.70
H 1.56971 -1.12286 0.87197 -0.38 0.22 0.23
```
Positions in Å, forces in eV/Å.

Table of Löwdin atomic charges, one value per atom, all in e:
1. H 0.139
2. C -0.168
3. C -0.056
4. O -0.113
5. H 0.123
6. H 0.131
7. Cs 1.067
8. C -0.401
9. O 0.018
10. C -0.140
11. H 0.138
12. H 0.124
13. H 0.139